Entry 1:
7
Properties=species:S:1:pos:R:3 method="wB97M-V/def2-TZVPD" e_above_lowest_kcal_mol=68.8 total_charge=0
F 3.035 0.496 -0.164
C 1.812 0.243 0.080
C 0.420 0.126 -0.252
C -0.983 -0.101 0.027
F -1.202 -0.783 1.184
F -1.537 -0.834 -0.965
H -1.545 0.853 0.089

Entry 2:
14
Properties=species:S:1:pos:R:3 method="wB97M-V/def2-TZVPD" total_charge=0 total_energy_ha=-1182.082075
O 1.449 1.907 -0.877
S 0.162 1.330 -0.834
O -0.626 1.478 -1.986
C 0.268 -0.439 -0.380
N 1.138 -0.715 0.554
N 1.195 -1.985 0.907
C 0.403 -2.799 0.237
N -0.442 -2.507 -0.729
N -0.532 -1.225 -1.043
C -0.714 2.096 0.635
F -0.064 3.107 1.080
F -0.771 1.192 1.605
F -1.930 2.398 0.324
H 0.463 -3.838 0.508

Entry 3:
8
Properties=species:S:1:pos:R:3 method="wB97M-V/def2-TZVPD" e_above_lowest_kcal_mol=32.2 total_charge=0
F -1.385 -1.252 2.278
C -0.989 -1.147 0.984
F -0.567 -2.299 0.625
F -2.030 -0.778 0.256
C 0.273 0.107 0.596
C 1.394 0.641 0.972
S 2.738 1.554 1.132
H -0.015 0.705 -0.185

Entry 4:
8
Properties=species:S:1:pos:R:3 method="wB97M-V/def2-TZVPD" e_above_lowest_kcal_mol=65.3 total_charge=0
C 0.008 -0.693 0.100
C -0.578 -1.877 0.401
C 0.092 1.301 -0.349
F 0.513 1.846 0.745
F 0.976 1.412 -1.346
F -1.068 2.005 -0.678
S -0.830 -3.393 0.533
H 0.887 -0.602 0.595

Entry 5:
11
Properties=species:S:1:pos:R:3 method="wB97M-V/def2-TZVPD" e_above_lowest_kcal_mol=58.3 total_charge=0
C -0.259 -0.618 0.487
C -0.240 -0.385 1.763
C -1.600 -0.864 -0.136
N 1.870 0.022 2.538
F -1.105 -0.276 2.743
F -2.302 0.268 -0.119
F -2.349 -1.775 0.488
F -1.522 -1.336 -1.401
F 1.603 1.220 3.044
I 3.188 0.327 1.024
H 0.633 -0.811 -0.223

Entry 6:
9
Properties=species:S:1:pos:R:3 method="wB97M-V/def2-TZVPD" e_above_lowest_kcal_mol=20.0 total_charge=-1
C 1.410 0.034 0.175
C 2.298 -0.425 -0.686
C -2.572 0.562 0.060
N -1.593 -0.090 -0.178
O 3.310 -0.846 -1.150
O -3.586 1.144 0.014
F 0.821 1.354 0.081
S 0.885 -1.207 1.246
H -0.974 -0.525 0.438

Entry 7:
10
Properties=species:S:1:pos:R:3 method="wB97M-V/def2-TZVPD" e_above_lowest_kcal_mol=0.0 total_charge=+3 spin_multiplicity=4
O 1.926 1.078 -0.010
C 1.694 -0.099 -0.283
O 0.435 -0.607 -0.120
O 2.563 -1.006 -0.065
Ni 0.357 2.264 0.147
C -0.524 0.305 0.038
C -1.812 -0.133 0.044
O -2.938 -0.321 0.048
Li -5.073 -0.955 -0.107
H 3.373 -0.526 0.308

Entry 8:
9
Properties=species:S:1:pos:R:3 method="wB97M-V/def2-TZVPD" e_above_lowest_kcal_mol=35.6 total_charge=-1
C -0.973 -1.113 -0.178
C 0.016 2.495 -0.022
C 1.557 -0.746 0.023
N 0.159 -1.444 -0.250
N -0.994 1.904 0.175
O -2.141 -1.029 -0.284
O 2.406 -1.532 0.419
O 1.467 0.484 -0.156
H -1.498 0.981 0.273